a | C49H70BF6N8O8P2S2Ti as an isolated structure, computed with wB97M-V/def2-TZVPD.

## Properties
Lowest unoccupied orbital energy   1.822 eV
M   1197.90 g/mol
Orbital gap   5.7 eV
Highest occupied orbital energy   -3.883 eV

```
! RIJCOSX wB97M-V def2-TZVPD def2/J DEFGRID3
* xyz -1 1
Ti -0.29668 -0.34877 -0.88609
C 0.16417 3.70370 4.68934
C 0.50903 2.23025 4.47191
C 0.44494 1.46642 5.80059
C 1.95147 2.14180 3.95335
P -0.51468 1.31447 3.22071
C -0.62671 2.43030 1.73459
N 0.55517 2.39340 0.90125
B 0.97769 1.33132 -0.00759
N 2.27603 1.81237 -0.45728
C 3.23639 1.15636 -1.31782
P 3.30467 -0.66223 -0.95256
C 4.33347 -0.78624 0.62132
C 3.81416 -2.05473 1.32020
C 5.85203 -0.88369 0.48122
C 4.02360 0.41008 1.52484
C 4.25580 -1.21658 -2.47453
C 5.43715 -0.33222 -2.87966
C 3.20599 -1.20972 -3.60614
C 4.73079 -2.66389 -2.32297
C 2.53398 3.07488 0.05274
C 3.58788 3.94465 -0.16127
C 3.56239 5.19155 0.46138
C 2.49761 5.55618 1.27445
C 1.43402 4.68146 1.49266
C 1.45700 3.44187 0.87684
C -2.27593 1.09745 3.76593
C -2.36735 -0.10181 4.71780
C -3.14118 0.72905 2.55310
C -2.86222 2.34752 4.42429
H 0.89676 4.13608 5.37678
H -0.81712 3.85604 5.12332
H 0.22594 4.27569 3.76366
H 1.28243 1.78676 6.42590
H 0.53541 0.39120 5.65020
H -0.47589 1.66601 6.34667
H 2.61932 2.50246 4.73999
H 2.10946 2.75990 3.06746
H 2.21134 1.11357 3.71200
H -0.83433 3.45859 2.04147
H -1.48756 2.08274 1.16395
H 4.20556 1.64799 -1.20534
H 2.95931 1.25546 -2.37349
H 4.09741 -2.95387 0.76676
H 2.72670 -2.05086 1.42198
H 4.24952 -2.13373 2.31900
H 6.17727 -1.77328 -0.05146
H 6.28369 -0.93514 1.48501
H 6.28049 -0.00705 -0.00557
H 2.95409 0.55424 1.67060
H 4.44553 1.34024 1.14161
H 4.46615 0.22099 2.50596
H 5.11689 0.67452 -3.15046
H 5.92738 -0.76369 -3.75808
H 6.18561 -0.24850 -2.09409
H 3.71850 -1.15416 -4.57107
H 2.50342 -0.37652 -3.55646
H 2.60641 -2.11897 -3.58436
H 5.59889 -2.75814 -1.67486
H 3.93988 -3.30707 -1.94383
H 5.01519 -3.04917 -3.30630
H 4.40234 3.68848 -0.82414
H 4.37957 5.88168 0.30083
H 2.49001 6.52726 1.75060
H 0.60613 4.98674 2.11876
H -2.23712 -1.03544 4.17974
H -3.36541 -0.09400 5.16300
H -1.63559 -0.08693 5.51937
H -2.66923 -0.03584 1.94063
H -3.39858 1.60395 1.94962
H -4.07101 0.29117 2.92160
H -2.42140 2.54429 5.39934
H -3.93098 2.17986 4.57786
H -2.75566 3.24378 3.80967
F -4.96194 -4.87243 -0.01427
C -3.68073 -4.63178 -0.43053
F -3.15073 -5.91988 -0.58047
F -3.85863 -4.25601 -1.78574
S -2.37899 -2.79585 0.36005
O -1.20661 -1.26837 0.23419
O -3.37240 -2.15156 1.21165
N -1.41670 -3.76118 1.22975
S -0.28961 -3.26310 2.25290
O -0.75086 -2.89125 3.60660
O 0.17503 0.03980 2.87904
C 0.23413 -5.00786 2.58726
F 0.48881 -5.72487 1.47718
F -0.64588 -5.69245 3.31214
F 1.39063 -4.97413 3.27484
C -1.95707 7.19056 -2.69796
O -2.27736 5.82210 -2.55977
C -2.19898 5.04175 -3.68516
C -2.02796 5.52410 -4.97231
C -1.94133 4.62773 -6.03523
C -2.02985 3.26555 -5.81131
C -2.21092 2.77834 -4.52271
C -2.29047 3.65853 -3.46017
N -2.47887 3.20394 -2.14721
C -1.75710 2.06673 -1.73888
N -2.45091 0.99296 -1.14339
C -2.66465 -0.00893 -2.20569
C -1.54161 -0.69579 -2.58120
C -1.64276 -1.54525 -3.68375
C -2.85940 -1.68425 -4.33588
C -3.99941 -1.00044 -3.90755
C -3.90512 -0.13024 -2.82667
O -4.93471 0.61009 -2.30488
C -6.14428 0.63976 -3.03288
N -0.54324 1.79137 -2.01367
C 0.30931 2.74243 -2.63512
C 0.51186 4.00329 -2.10855
C 1.36468 4.89802 -2.74181
C 2.00250 4.51581 -3.90931
C 1.80999 3.24526 -4.44727
C 0.96286 2.34959 -3.80609
O 0.70133 1.08395 -4.23238
C 1.07173 0.73705 -5.54982
H -1.96743 7.60965 -1.69485
H -2.69570 7.70875 -3.31541
H -0.96310 7.31099 -3.13615
H -1.94680 6.58600 -5.15286
H -1.80390 5.00881 -7.03818
H -1.96980 2.56812 -6.63559
H -2.26895 1.71106 -4.33989
H -2.61951 3.93387 -1.46392
H -3.35607 1.27399 -0.77315
H -0.78410 -2.11836 -4.01533
H -2.94425 -2.36308 -5.17615
H -4.94021 -1.15593 -4.41152
H -6.77357 1.38396 -2.55113
H -6.64507 -0.33053 -3.00214
H -5.96338 0.92468 -4.07217
H 0.02375 4.27429 -1.18305
H 1.53990 5.87195 -2.30581
H 2.67001 5.20392 -4.41174
H 2.31480 2.95808 -5.35802
H 0.69889 1.47933 -6.26105
H 0.60834 -0.22750 -5.74195
H 2.15737 0.64346 -5.64629
N 1.14570 -4.21652 -0.71139
C 0.27860 -3.41192 -1.37880
N -0.79738 -3.96345 -1.96449
O 0.55994 -2.19900 -1.46111
H 0.75547 -5.05921 -0.31571
H 1.71156 -3.69007 -0.05938
H -1.18614 -4.80296 -1.55191
H -1.52439 -3.30319 -2.23106
*
```

---

b | C49H70BF6N8O8P2S2Ti as an isolated structure, computed with wB97M-V/def2-TZVPD.

## Properties
Lowest unoccupied orbital energy   1.896 eV
M   1197.90 g/mol
Orbital gap   5.1 eV
Highest occupied orbital energy   -3.172 eV

```
! RIJCOSX wB97M-V def2-TZVPD def2/J DEFGRID3
* xyz -1 1
Ti -0.63670 0.19170 0.37864
C 4.64656 3.09195 2.22209
C 4.17327 2.82589 0.79055
C 4.59660 1.40420 0.43031
C 4.90917 3.73879 -0.19186
P 2.22493 2.74894 0.85194
C 1.78165 2.67888 -0.98694
N 1.66342 1.36603 -1.61595
B 0.78275 0.25575 -1.27874
N 0.77553 -0.56721 -2.47979
C -0.04544 -1.70001 -2.86369
P -0.22835 -3.08940 -1.60606
C -1.63406 -4.06867 -2.50432
C -2.10104 -5.12320 -1.49574
C -1.31351 -4.70583 -3.86219
C -2.80896 -3.10946 -2.71747
C 1.41528 -4.12358 -1.87463
C 1.35263 -5.49373 -2.54829
C 2.45767 -3.29852 -2.62727
C 1.88732 -4.34789 -0.43458
C 1.50261 0.06411 -3.47156
C 1.67283 -0.24557 -4.81289
C 2.41584 0.61163 -5.60882
C 2.98545 1.75739 -5.07978
C 2.81649 2.08567 -3.74301
C 2.06096 1.24827 -2.93395
C 1.71491 4.57704 1.26715
C 0.39743 4.90669 0.57051
C 2.66841 5.73544 0.95612
C 1.44557 4.55986 2.77771
H 5.69387 2.80287 2.33386
H 4.05122 2.50392 2.91897
H 4.56203 4.14000 2.49785
H 5.68328 1.30420 0.46641
H 4.26636 1.16846 -0.57730
H 4.15976 0.69710 1.12594
H 5.97172 3.73166 0.06072
H 4.57773 4.76652 -0.17085
H 4.80867 3.36324 -1.20759
H 2.49294 3.29346 -1.54625
H 0.79169 3.14541 -1.04946
H 0.34092 -2.12267 -3.79380
H -1.06697 -1.34645 -3.03510
H -1.28440 -5.74618 -1.13912
H -2.84996 -5.77218 -1.94680
H -2.54909 -4.62773 -0.63706
H -0.89493 -5.70228 -3.76276
H -0.62834 -4.08390 -4.43531
H -2.23417 -4.80457 -4.44003
H -2.91717 -2.43443 -1.87487
H -3.72995 -3.68346 -2.81767
H -2.69182 -2.51805 -3.62298
H 1.20191 -5.40831 -3.61939
H 0.57860 -6.12207 -2.12039
H 2.30888 -5.99652 -2.39313
H 2.24407 -3.27004 -3.69387
H 3.44379 -3.75095 -2.50495
H 2.49682 -2.28652 -2.24324
H 1.25870 -5.08772 0.05438
H 1.81612 -3.42507 0.13326
H 2.91604 -4.70942 -0.41174
H 1.20697 -1.10866 -5.26748
H 2.53074 0.38876 -6.66037
H 3.54601 2.42275 -5.72067
H 3.24744 3.00409 -3.37316
H 0.51898 5.08654 -0.49556
H -0.02969 5.81329 1.00026
H -0.33207 4.11626 0.70747
H 2.83019 5.83513 -0.11466
H 3.62291 5.65569 1.47013
H 2.19703 6.65775 1.29939
H 0.78766 3.72615 3.00899
H 0.94055 5.48043 3.07581
H 2.36293 4.47236 3.36126
F -3.49771 2.91215 3.98290
C -2.26319 2.42913 3.80572
F -2.20406 1.26600 4.48892
F -1.42434 3.26864 4.44281
S -1.71705 2.07878 2.00553
O -0.29341 1.93951 2.24803
O -2.36328 0.79601 1.78466
N -2.25650 3.27257 1.23204
S -2.24615 2.76817 -0.40190
O -1.80466 3.89891 -1.20437
O -0.90665 1.82733 -0.24290
C -4.42911 3.28042 -0.24700
F -5.00112 4.33259 0.38854
F -5.14247 3.14456 -1.40981
F -4.76804 2.18050 0.49179
C -1.64995 -4.62241 6.01887
O -2.19161 -3.86573 4.97047
C -3.03594 -4.49574 4.07653
C -3.64298 -5.71420 4.29215
C -4.45393 -6.28249 3.30912
C -4.64350 -5.62172 2.10997
C -4.04500 -4.39452 1.88092
C -3.23971 -3.80501 2.85794
N -2.62224 -2.57579 2.72815
C -2.27609 -1.89611 1.55894
N -3.32690 -1.59571 0.75973
C -3.35801 -0.80131 -0.37597
C -2.20911 -0.25103 -0.95219
C -2.39927 0.46588 -2.14207
C -3.64121 0.60870 -2.72886
C -4.77676 0.08065 -2.12135
C -4.64267 -0.61471 -0.94124
O -5.68872 -1.18228 -0.23964
C -6.96390 -0.62532 -0.44539
N -1.00619 -1.57551 1.33286
C -0.12298 -2.35026 2.10681
C -0.13093 -3.75123 2.04233
C 0.66154 -4.50958 2.88481
C 1.47680 -3.88823 3.81184
C 1.49893 -2.48974 3.90036
C 0.69498 -1.71933 3.07287
O 0.56612 -0.37156 3.12345
C 1.46204 0.34710 3.93424
H -0.89525 -3.98838 6.48395
H -1.16936 -5.53453 5.64788
H -2.40993 -4.88402 6.76426
H -3.49673 -6.24209 5.22264
H -4.92578 -7.23618 3.49480
H -5.26747 -6.06153 1.34475
H -4.18406 -3.89843 0.93331
H -1.98085 -2.39432 3.49372
H -4.23491 -1.70373 1.19334
H -1.55030 0.94031 -2.62174
H -3.74964 1.16347 -3.64726
H -5.74447 0.23540 -2.56824
H -7.60180 -1.03339 0.33952
H -7.37009 -0.90682 -1.42394
H -6.93262 0.46423 -0.36460
H -0.77508 -4.22687 1.31666
H 0.63093 -5.58906 2.82485
H 2.09451 -4.46903 4.48158
H 2.10937 -2.03353 4.66585
H 1.36777 0.06589 4.99047
H 1.18799 1.39065 3.79980
H 2.49349 0.19653 3.59774
N 3.67878 -1.35939 -0.51082
C 3.04480 -1.41175 0.69858
N 3.64730 -2.21810 1.63512
O 2.03141 -0.77795 0.92645
H 4.64348 -1.62213 -0.59000
H 3.34757 -0.62834 -1.12158
H 4.20615 -2.98215 1.29326
H 3.05624 -2.44817 2.43146
*
```

---

Of all the structures shown, which is most stable? a, and b is the least stable.